Entry 1
# C40H57BClCoN9PS3

A molecular structure, C40H57BClCoN9PS3 (ωB97M-V/def2-TZVPD, the OMol25 dataset).

Its net charge is +1. As for the expectation value of S²: 3.9274. Its LUMO energy (spin up / spin down) is -2.6507 / -2.6640 eV. The multiplicity is 4.

Each line ends with the Löwdin spin population.
Positions of all 113 atoms, in Å:
Co  -0.35  -0.12  -0.08  2.173
C  -2.20  0.84  -4.98  0.002
C  -0.84  0.35  -4.62  0.002
C  0.09  -0.02  -5.54  0.001
C  1.38  -0.46  -5.15  0.000
N  1.70  -0.55  -3.89  -0.001
N  0.77  -0.20  -2.98  -0.009
B  1.29  -0.17  -1.54  -0.097
N  2.06  1.05  -1.26  0.149
N  2.26  1.94  -2.28  0.147
C  3.10  2.91  -2.06  0.012
C  3.78  3.10  -0.83  0.205
C  3.42  2.31  0.26  0.020
C  3.94  2.62  1.64  -0.004
C  2.53  1.29  0.02  0.190
S  1.70  0.38  1.28  0.053
C  3.35  3.86  -3.23  -0.005
C  2.95  5.28  -2.82  -0.001
C  4.85  3.82  -3.57  -0.001
C  2.55  3.45  -4.46  0.001
N  2.12  -1.46  -1.22  -0.005
N  3.43  -1.36  -1.47  0.002
C  4.17  -2.42  -1.30  0.001
C  3.59  -3.66  -0.91  0.000
C  2.26  -3.76  -0.66  0.003
C  1.60  -5.03  -0.24  0.002
C  1.49  -2.56  -0.81  0.006
S  -0.18  -2.45  -0.44  0.022
C  5.66  -2.30  -1.55  0.000
C  6.41  -2.76  -0.30  0.000
C  6.04  -3.19  -2.74  0.000
C  6.04  -0.85  -1.86  0.000
C  -0.44  0.26  -3.25  0.003
S  -1.47  0.74  -1.95  0.025
C  2.42  -0.88  -6.17  0.000
C  1.94  -2.17  -6.85  0.000
C  2.58  0.23  -7.22  0.000
C  3.77  -1.12  -5.49  0.000
H  -2.39  0.71  -6.05  0.000
H  -2.30  1.90  -4.74  0.000
H  -2.97  0.32  -4.41  0.001
H  -0.16  0.03  -6.60  0.000
H  4.50  3.89  -0.71  0.012
H  4.91  3.11  1.57  0.000
H  4.04  1.72  2.25  0.000
H  3.26  3.30  2.15  -0.003
H  3.49  5.62  -1.93  0.001
H  1.88  5.34  -2.61  0.000
H  3.18  5.98  -3.62  0.000
H  5.47  4.15  -2.74  0.001
H  5.05  4.47  -4.42  0.000
H  5.15  2.81  -3.84  0.000
H  1.48  3.48  -4.27  0.001
H  2.81  2.45  -4.79  0.000
H  2.77  4.15  -5.27  0.000
H  4.22  -4.53  -0.79  0.000
H  2.32  -5.84  -0.18  0.000
H  0.81  -5.30  -0.94  0.000
H  1.12  -4.90  0.74  0.000
H  6.26  -3.82  -0.09  0.000
H  6.11  -2.19  0.58  0.000
H  7.49  -2.62  -0.45  0.000
H  5.82  -4.24  -2.56  0.000
H  7.11  -3.10  -2.94  0.000
H  5.51  -2.88  -3.65  0.000
H  5.80  -0.18  -1.03  0.000
H  5.51  -0.47  -2.74  0.000
H  7.11  -0.80  -2.05  0.000
H  0.99  -2.02  -7.37  0.000
H  1.82  -2.97  -6.12  0.000
H  2.68  -2.49  -7.59  0.000
H  1.67  0.39  -7.80  0.000
H  3.37  -0.05  -7.92  0.000
H  2.86  1.18  -6.76  0.000
H  3.70  -1.89  -4.73  0.000
H  4.14  -0.21  -5.00  0.000
H  4.50  -1.43  -6.24  0.000
C  -5.15  -1.95  1.94  0.000
N  -4.64  -0.87  2.78  0.003
C  -5.31  0.37  2.39  0.000
N  -5.17  0.70  0.97  0.001
C  -5.66  -0.43  0.18  0.000
N  -5.01  -1.71  0.51  0.000
C  -3.60  -1.72  0.10  -0.001
P  -2.64  -0.39  0.95  0.013
C  -3.19  -0.74  2.68  0.005
C  -3.79  1.02  0.63  0.001
H  -6.21  -2.08  2.16  0.000
H  -4.63  -2.88  2.20  0.000
H  -4.91  1.20  2.99  0.000
H  -6.37  0.27  2.61  0.000
H  -5.52  -0.22  -0.88  0.000
H  -6.73  -0.55  0.37  0.000
H  -3.52  -1.57  -0.98  0.000
H  -3.16  -2.69  0.33  0.000
H  -2.84  0.06  3.34  0.000
H  -2.72  -1.66  3.03  0.000
H  -3.74  1.31  -0.42  0.000
H  -3.46  1.89  1.22  0.000
Cl  -0.28  4.16  3.28  0.000
C  -0.35  2.55  3.95  0.004
C  -0.75  2.42  5.27  0.000
C  -0.83  1.15  5.83  0.003
C  -0.51  0.03  5.07  0.000
C  -0.12  0.19  3.75  0.003
C  -0.03  1.45  3.16  0.003
C  0.41  1.60  1.74  0.046
H  -0.99  3.30  5.84  0.000
H  -1.14  1.04  6.86  0.000
H  -0.58  -0.96  5.50  0.000
H  0.12  -0.69  3.16  0.000
H  -0.48  1.48  1.08  0.008
H  0.79  2.59  1.52  0.001



Entry 2
# C40H57BClCoN9PS3

A molecular structure, C40H57BClCoN9PS3 (ωB97M-V/def2-TZVPD, the OMol25 dataset).

Its net charge is +1. As for the expectation value of S²: 3.8662. Its LUMO energy (spin up / spin down) is -3.2620 / -3.6604 eV. The multiplicity is 4.

Each line ends with the Löwdin spin population.
Positions of all 113 atoms, in Å:
Co  1.23  -1.55  0.02  2.056
C  -3.15  -4.75  -0.76  0.001
C  -3.03  -3.28  -0.97  0.001
C  -3.93  -2.52  -1.66  0.000
C  -3.73  -1.12  -1.85  -0.001
N  -2.71  -0.51  -1.33  -0.001
N  -1.84  -1.26  -0.64  -0.007
B  -0.68  -0.58  0.06  -0.076
N  0.17  0.33  -0.78  0.004
N  0.34  1.56  -0.22  -0.010
C  1.03  2.45  -0.86  0.005
C  1.76  2.11  -2.05  -0.009
C  1.69  0.87  -2.57  0.005
C  2.49  0.43  -3.74  0.001
C  0.74  -0.07  -1.98  -0.002
S  0.40  -1.55  -2.67  0.041
C  0.95  3.89  -0.35  0.001
C  2.30  4.62  -0.42  0.000
C  -0.06  4.60  -1.27  0.000
C  0.43  3.93  1.09  0.000
N  -1.05  -0.05  1.42  -0.008
N  -2.15  0.71  1.35  -0.003
C  -2.59  1.28  2.43  0.000
C  -1.93  1.07  3.67  0.000
C  -0.82  0.30  3.75  0.002
C  -0.09  0.07  5.04  0.002
C  -0.34  -0.30  2.54  0.004
S  1.05  -1.27  2.46  0.035
C  -3.87  2.09  2.26  0.000
C  -3.69  3.08  1.09  0.000
C  -5.00  1.11  1.92  0.000
C  -4.22  2.87  3.53  0.000
C  -1.88  -2.59  -0.48  0.001
S  -0.51  -3.29  0.20  0.000
C  -4.69  -0.30  -2.70  0.000
C  -4.70  -0.88  -4.12  0.000
C  -4.27  1.16  -2.75  0.000
C  -6.10  -0.40  -2.10  0.000
H  -4.09  -5.13  -1.17  0.000
H  -3.11  -4.98  0.30  0.000
H  -2.31  -5.27  -1.23  0.000
H  -4.81  -2.99  -2.08  0.000
H  2.39  2.86  -2.51  -0.001
H  3.11  1.25  -4.11  0.000
H  1.84  0.08  -4.54  0.001
H  3.13  -0.41  -3.47  0.000
H  2.71  4.66  -1.43  0.000
H  3.04  4.19  0.25  0.000
H  2.14  5.66  -0.11  0.000
H  0.28  4.59  -2.31  0.000
H  -0.18  5.64  -0.96  0.000
H  -1.03  4.11  -1.22  0.000
H  1.12  3.43  1.78  0.000
H  -0.54  3.45  1.18  0.000
H  0.34  4.97  1.41  0.000
H  -2.33  1.53  4.57  0.000
H  -0.77  0.16  5.89  0.000
H  0.70  0.81  5.16  0.000
H  0.38  -0.91  5.06  0.001
H  -3.33  2.56  0.20  0.000
H  -2.97  3.86  1.35  0.000
H  -4.64  3.55  0.87  0.000
H  -4.77  0.57  1.00  0.000
H  -5.94  1.65  1.78  0.000
H  -5.15  0.38  2.72  0.000
H  -3.41  3.52  3.84  0.000
H  -4.48  2.20  4.36  0.000
H  -5.09  3.50  3.33  0.000
H  -3.70  -0.84  -4.56  0.000
H  -5.38  -0.30  -4.75  0.000
H  -5.04  -1.92  -4.14  0.000
H  -3.27  1.27  -3.18  0.000
H  -4.26  1.61  -1.76  0.000
H  -4.97  1.72  -3.38  0.000
H  -6.48  -1.42  -2.07  0.000
H  -6.80  0.19  -2.70  0.000
H  -6.12  0.00  -1.08  0.000
C  6.52  -0.24  0.97  0.000
N  5.95  0.68  -0.01  0.003
C  5.61  1.93  0.66  0.000
N  4.73  1.77  1.81  0.005
C  5.34  0.81  2.74  0.000
N  5.65  -0.47  2.12  0.000
C  4.45  -1.21  1.75  0.000
P  3.41  -0.29  0.51  0.034
C  4.78  0.10  -0.68  0.005
C  3.39  1.33  1.41  0.007
H  7.46  0.19  1.33  0.000
H  6.74  -1.19  0.49  0.000
H  5.15  2.61  -0.06  0.000
H  6.54  2.39  1.02  0.000
H  4.66  0.65  3.58  0.000
H  6.26  1.25  3.12  0.000
H  3.84  -1.39  2.64  0.000
H  4.75  -2.18  1.36  0.000
H  4.42  0.80  -1.44  0.000
H  5.08  -0.81  -1.20  0.000
H  2.75  1.22  2.28  0.000
H  2.95  2.08  0.77  0.000
Cl  2.78  -4.66  1.66  0.023
C  2.13  -5.18  0.14  0.121
C  1.41  -6.36  0.10  -0.015
C  0.83  -6.77  -1.09  0.149
C  0.97  -6.00  -2.25  -0.010
C  1.69  -4.83  -2.21  0.115
C  2.30  -4.37  -1.01  0.048
C  3.01  -3.17  -0.98  0.416
H  1.30  -6.95  1.00  -0.003
H  0.27  -7.70  -1.12  0.009
H  0.52  -6.33  -3.17  -0.004
H  1.81  -4.22  -3.09  0.005
H  3.17  -2.62  -1.89  0.019
H  3.62  -2.94  -0.12  0.027



Most stable structure: entry 1



Entry 1
# C22H26N2O3

A single C22H26N2O3 molecule (ωB97M-V/def2-TZVPD, the OMol25 dataset).

Its net charge is 0. The structure (SMILES) is CCOC(=O)c1c(C)n(-c2ccccc2)c2ccc(OCCN(C)C)cc12. Its LUMO energy is 0.7673 eV.

Each line ends with the natural charge from an NBO analysis.
Positions of all 53 atoms, in Å:
C  3.84  3.11  -0.38  -0.622
C  2.48  3.52  -0.92  -0.080
H  2.56  3.80  -1.98  0.178
H  2.07  4.36  -0.36  0.213
O  1.57  2.42  -0.84  -0.522
C  0.33  2.68  -0.37  0.796
O  -0.02  3.79  -0.02  -0.632
C  -0.51  1.50  -0.37  -0.293
C  -1.87  1.52  -0.10  0.300
N  -2.38  0.26  -0.25  -0.384
C  -1.36  -0.60  -0.61  0.095
C  -1.38  -1.97  -0.83  -0.225
C  -0.18  -2.58  -1.14  -0.255
C  1.02  -1.86  -1.22  0.303
C  1.03  -0.49  -1.00  -0.281
C  -0.16  0.14  -0.69  0.035
H  1.94  0.09  -1.04  0.231
O  2.11  -2.61  -1.57  -0.510
C  3.39  -2.21  -1.13  -0.061
C  3.57  -2.46  0.37  -0.246
N  2.80  -1.51  1.16  -0.447
C  2.19  -2.09  2.34  -0.404
H  1.57  -1.33  2.81  0.201
H  2.93  -2.45  3.07  0.159
H  1.55  -2.92  2.04  0.204
C  3.56  -0.32  1.48  -0.412
H  2.88  0.42  1.89  0.204
H  4.36  -0.51  2.21  0.163
H  4.00  0.08  0.57  0.195
H  4.64  -2.44  0.62  0.172
H  3.20  -3.47  0.58  0.207
H  3.59  -1.16  -1.37  0.168
H  4.08  -2.84  -1.69  0.193
H  -0.14  -3.64  -1.33  0.220
H  -2.29  -2.54  -0.75  0.221
C  -3.73  -0.12  -0.11  0.222
C  -4.36  -0.79  -1.16  -0.242
C  -5.68  -1.18  -1.03  -0.200
C  -6.38  -0.90  0.14  -0.216
C  -5.75  -0.24  1.18  -0.190
C  -4.43  0.15  1.06  -0.244
H  -3.93  0.65  1.87  0.223
H  -6.29  -0.02  2.09  0.216
H  -7.41  -1.21  0.24  0.217
H  -6.17  -1.70  -1.84  0.218
H  -3.82  -0.99  -2.07  0.230
C  -2.73  2.68  0.23  -0.670
H  -2.79  2.82  1.31  0.230
H  -3.74  2.55  -0.15  0.224
H  -2.28  3.58  -0.18  0.268
H  4.53  3.94  -0.45  0.216
H  4.24  2.27  -0.95  0.204
H  3.75  2.81  0.67  0.211



Entry 2
# C22H26N2O3

A single C22H26N2O3 molecule (ωB97M-V/def2-TZVPD, the OMol25 dataset).

Its net charge is 0. The structure (SMILES) is COc1ccc(CCN2C[C@H](C(=O)NCc3ccccc3)CCC2=O)cc1. Its LUMO energy is 0.6350 eV.

Each line ends with the natural charge from an NBO analysis.
Positions of all 53 atoms, in Å:
C  -6.87  -1.63  -1.12  -0.252
H  -6.16  -1.92  -1.90  0.174
O  -6.24  -1.52  0.13  -0.492
C  -5.26  -0.58  0.28  0.297
C  -4.69  -0.50  1.55  -0.248
C  -3.69  0.42  1.81  -0.192
C  -3.24  1.28  0.82  -0.068
C  -3.81  1.20  -0.44  -0.138
C  -4.81  0.28  -0.71  -0.327
H  -5.24  0.25  -1.71  0.219
H  -3.47  1.86  -1.22  0.204
C  -2.12  2.24  1.09  -0.427
H  -2.10  3.03  0.33  0.221
H  -2.24  2.71  2.07  0.216
C  -0.75  1.53  1.07  -0.205
N  -0.52  0.86  -0.19  -0.454
C  0.12  1.50  -1.19  0.671
O  0.55  2.64  -1.09  -0.637
C  0.26  0.66  -2.44  -0.505
C  0.88  -0.71  -2.15  -0.403
C  0.33  -1.33  -0.86  -0.312
C  1.34  -1.40  0.28  0.683
O  1.43  -2.38  0.99  -0.635
N  2.09  -0.29  0.47  -0.618
H  2.00  0.49  -0.16  0.402
C  3.13  -0.21  1.47  -0.267
C  4.49  -0.20  0.82  0.054
C  4.96  -1.36  0.20  -0.242
C  6.18  -1.36  -0.44  -0.193
C  6.95  -0.21  -0.48  -0.220
C  6.48  0.95  0.13  -0.204
C  5.26  0.95  0.77  -0.243
H  4.90  1.86  1.24  0.210
H  7.08  1.85  0.10  0.213
H  7.90  -0.21  -0.98  0.213
H  6.54  -2.27  -0.91  0.212
H  4.35  -2.25  0.24  0.222
H  3.02  -1.09  2.11  0.245
H  2.99  0.69  2.07  0.200
C  -0.89  -0.52  -0.37  -0.208
H  -1.71  -0.62  -1.09  0.206
H  -1.24  -0.92  0.59  0.233
H  0.00  -2.36  -1.03  0.241
H  1.96  -0.62  -2.09  0.218
H  0.67  -1.37  -3.00  0.224
H  0.86  1.21  -3.17  0.243
H  -0.74  0.53  -2.87  0.223
H  -0.69  0.79  1.87  0.198
H  0.04  2.28  1.20  0.234
H  -3.26  0.47  2.80  0.211
H  -5.05  -1.16  2.32  0.226
H  -7.61  -2.42  -1.00  0.202
H  -7.38  -0.70  -1.40  0.176



Most stable structure: entry 2



Entry 1
# C5H13N

A single C5H13N molecule (ωB97M-V/def2-TZVPD, the OMol25 dataset).

Its net charge is 0. The structure (SMILES) is CC(C)N(C)C. Its LUMO energy is 1.0990 eV.

Each line ends with the natural charge from an NBO analysis.
Positions of all 19 atoms, in Å:
C  1.03  -1.51  -0.95  -0.413
N  0.79  -0.28  -0.09  -0.455
C  0.71  -0.67  1.31  -0.429
C  -1.57  0.16  0.38  -0.628
C  -0.39  0.48  -0.59  -0.030
C  -0.10  2.04  -0.53  -0.633
H  2.04  -1.37  -1.32  0.196
H  1.07  -2.44  -0.48  0.189
H  0.38  -1.52  -1.72  0.189
H  1.77  -0.94  1.50  0.203
H  0.17  -1.50  1.59  0.169
H  0.39  0.07  2.14  0.200
H  -2.49  0.65  0.06  0.211
H  -1.25  0.39  1.37  0.206
H  -1.73  -0.92  0.43  0.197
H  -0.68  0.26  -1.62  0.190
H  -0.71  2.53  0.17  0.197
H  0.95  2.06  -0.15  0.233
H  -0.39  2.49  -1.47  0.209



Entry 2
# C5H13N

A molecular structure, C5H13N (ωB97M-V/def2-TZVPD, the OMol25 dataset).

Its net charge is 0. Its LUMO energy is -1.1823 eV.

Each line ends with the Mulliken charge.
Positions of all 19 atoms, in Å:
C  1.12  -0.01  1.65  -0.513
C  1.01  -0.31  0.24  -0.358
C  0.01  0.49  -0.57  0.606
C  -0.95  -0.54  -1.13  -1.224
C  0.76  1.37  -1.57  -1.555
N  -1.76  -0.91  1.46  -0.768
H  2.10  -0.17  2.10  0.329
H  0.62  0.89  1.97  0.271
H  0.40  -0.93  1.11  0.105
H  1.82  -0.76  -0.34  0.501
H  -0.55  1.14  0.11  0.262
H  -1.72  -0.20  -1.82  0.379
H  -0.41  -1.43  -1.48  0.282
H  -1.39  -0.87  0.00  0.429
H  1.33  0.73  -2.25  0.340
H  0.06  1.95  -2.18  0.379
H  1.47  2.07  -1.11  0.368
H  -1.26  -1.70  1.87  0.109
H  -2.65  -0.83  1.95  0.056



Most stable structure: entry 1